ORCA calculation (the ωB97M-V functional and the def2-TZVPD basis) on a structure of composition C34H32BrF3N4O2Ti in a non-equilibrium geometry.

Properties
Multiplicity: 3
Total energy in hartree: -5407.308894
Energy relative to the best compared isomer or geometry (same formula, charge and spin) in kcal/mol: 43.7
HOMO level (alpha / beta) in eV: -0.28 / -0.36
Charge: -2
HOMO-LUMO gap (alpha / beta) in eV: 4.39 / 4.45

XYZ file:
```
77
Properties=species:S:1:pos:R:3:forces:R:3
Ti -4.457310 -16.642039 11.114499 -0.632 -0.535 -0.355
O -0.179287 -16.935317 14.989910 0.935 -0.396 0.134
C 0.305104 -16.924718 13.706066 -3.058 0.422 -0.258
C 1.640406 -16.717122 13.612878 1.722 1.051 0.229
C 2.237382 -16.417275 12.388067 0.629 -0.894 0.580
C 1.452906 -16.437714 11.264522 0.938 0.630 0.208
C 0.103011 -16.674866 11.354289 -1.368 -0.553 -0.188
C -0.575020 -16.938817 12.537667 3.004 -0.450 1.735
C -2.023937 -17.287592 12.616536 -1.382 -0.645 -0.245
O -2.629540 -16.833704 11.454882 0.134 -0.472 -0.064
N -2.640240 -16.638780 13.778899 0.187 0.175 -0.168
N -4.074214 -16.604232 13.613398 -0.258 0.094 -0.718
C -4.561641 -17.008917 14.755893 -0.419 -0.776 0.981
C -5.796025 -16.989295 15.391817 0.039 0.404 -0.520
Br -6.951738 -15.527932 14.976070 -0.737 0.940 -0.456
C -6.286901 -17.723754 16.433952 0.935 -1.843 -0.396
C -6.053134 -19.161301 16.744376 -0.824 1.813 0.443
C -6.376455 -19.497405 18.052378 -0.403 -0.289 1.428
C -6.510000 -20.829657 18.383998 0.190 -0.457 1.280
C -6.287393 -21.866467 17.493395 -0.792 -2.051 2.157
C -6.067697 -21.506499 16.205225 1.903 -0.590 -1.485
C -5.831737 -20.210278 15.847031 -0.169 2.267 -0.551
H -1.139435 -16.953622 15.040415 -0.741 -0.134 -0.616
H 2.193983 -16.545444 14.547228 -0.230 -0.448 -0.398
H 3.335039 -16.301115 12.328180 -0.749 0.225 0.024
H 1.927753 -16.154888 10.349539 -0.086 -0.133 -0.712
H -0.460070 -16.711931 10.442924 -0.399 0.110 -0.262
H -2.245718 -18.425023 12.800126 0.674 1.708 -0.556
H -2.415272 -15.657822 13.770449 0.610 0.486 -0.268
H -3.824445 -17.402953 15.414492 0.590 -0.737 0.609
H -7.138105 -17.322309 16.925263 -0.442 0.293 0.634
H -6.536733 -18.741948 18.868503 0.116 -0.615 -1.147
H -6.743814 -21.108680 19.405060 0.008 0.156 0.166
H -6.288769 -22.972100 17.907078 -0.162 2.346 -1.221
H -5.790885 -22.228094 15.470631 -0.231 -0.702 -0.487
H -5.552251 -19.824238 14.866324 -0.138 -0.895 -0.223
N -4.489596 -14.305823 11.234930 0.988 -0.297 2.548
C -5.784417 -13.954948 11.806671 -0.977 0.360 1.304
C -6.975594 -14.785158 11.330951 1.571 -0.070 -0.764
N -6.642350 -16.195194 11.587454 -0.729 -0.900 0.811
H -3.751290 -13.841336 11.853227 -1.195 -0.973 -1.452
H -4.455489 -13.951462 10.317595 0.408 0.360 -1.441
H -5.971767 -12.891555 11.594765 -0.300 -0.127 0.440
H -5.783810 -14.178697 12.896844 0.539 0.687 -0.545
H -6.984761 -14.696348 10.255095 -0.607 0.016 -0.431
H -7.880589 -14.386455 11.780514 -0.218 -0.262 0.144
H -7.372310 -16.826919 11.222403 0.636 0.436 -0.487
H -6.671216 -16.428633 12.582193 0.015 0.497 0.105
F -5.258262 -19.422143 12.322395 -0.233 0.117 -0.258
C -4.949563 -18.933390 11.030358 -0.359 -0.039 0.179
F -6.033027 -19.398763 10.250087 0.639 0.374 0.629
F -3.927954 -19.786590 10.671774 0.051 0.139 -0.220
C -5.141615 -16.323697 9.124956 0.317 0.635 0.089
C -5.902948 -15.756605 8.333175 -0.526 -0.701 -1.014
C -6.993037 -15.360901 7.459646 0.108 0.309 0.970
C -8.296902 -15.757607 7.921151 0.907 -0.804 1.095
C -9.504737 -15.039293 7.813183 0.390 -0.127 -0.114
C -10.661124 -15.488071 8.392653 -1.694 0.876 1.658
C -10.756906 -16.636094 9.160310 1.081 -0.338 -0.116
C -9.565070 -17.370585 9.223168 0.283 -1.058 0.347
C -8.349296 -16.973287 8.716371 -1.211 0.596 -1.487
C -6.771830 -14.559435 6.303036 -0.885 -0.741 0.875
C -7.808879 -13.965812 5.555481 -0.572 0.512 -1.367
C -7.532107 -13.236709 4.396359 -0.224 0.245 -0.276
C -6.185082 -13.001125 4.024214 -2.035 0.153 -0.412
C -5.242547 -13.649687 4.741077 2.297 -0.308 0.798
C -5.478378 -14.449858 5.821109 -0.340 0.530 0.204
H -9.561448 -14.039106 7.424083 0.248 0.052 -0.131
H -11.467308 -14.741910 8.493879 0.069 -0.450 -0.481
H -11.566876 -16.959828 9.805831 -0.325 0.303 -0.495
H -9.580457 -18.371345 9.646680 -0.089 0.047 0.381
H -7.524630 -17.683882 8.690228 0.029 0.455 0.303
H -8.856916 -14.105402 5.829937 0.678 -0.004 -0.336
H -8.391207 -12.872070 3.769809 0.951 -0.157 0.730
H -5.840224 -12.361418 3.237641 -0.368 0.276 -0.532
H -4.207819 -13.470691 4.513192 0.495 0.022 -0.380
H -4.747643 -14.923097 6.441788 0.790 -0.148 -0.186
```
Positions in Å, forces in eV/Å.

Here are the Mulliken charges for atoms 1 to 2, given in e: number 1, Ti, carries 0.075; number 2, O, carries -0.700